ORCA calculation (wB97M-V/def2-TZVPD) on a 14-piece molecular cluster, C61H103N14O overall.

XYZ file:
```
179
Properties=species:S:1:pos:R:3
C 2.366 -1.026 0.291
C 1.292 -0.062 -0.226
C 0.261 -0.940 -1.001
C -1.005 -0.190 -1.396
C -1.634 0.435 -0.190
C -0.692 1.238 0.695
N 0.545 0.498 0.922
O 1.393 1.052 1.896
C -1.408 1.454 2.058
C -0.565 2.676 0.144
C 1.913 0.958 -1.200
H 1.872 -1.916 0.692
H 2.965 -0.587 1.087
H 2.989 -1.294 -0.567
H -0.024 -1.783 -0.365
H 0.706 -1.350 -1.917
H -1.705 -0.888 -1.868
H -0.717 0.599 -2.101
H -2.178 -0.322 0.388
H -2.422 1.095 -0.584
H -1.607 0.447 2.437
H -2.361 1.963 1.894
H -0.752 1.983 2.747
H -0.240 2.657 -0.906
H 0.193 3.278 0.649
H -1.496 3.249 0.124
H 1.200 1.567 -1.759
H 2.606 0.456 -1.882
H 2.490 1.668 -0.601
C -4.228 -0.424 3.122
C -5.742 -0.155 3.248
C -6.203 -0.158 4.697
C -5.714 0.857 5.606
N -5.313 1.696 6.282
H -3.967 -0.432 2.070
H -4.040 -1.383 3.613
H -3.718 0.297 3.760
H -6.377 -0.872 2.718
H -5.959 0.706 2.608
H -6.069 -1.121 5.196
H -7.287 0.008 4.749
C 4.499 3.494 -2.469
C 3.606 4.713 -2.543
C 2.569 4.692 -1.435
C 2.978 4.549 -0.038
N 3.250 4.396 1.067
H 4.882 3.239 -1.481
H 5.314 3.678 -3.177
H 4.160 2.515 -2.825
H 3.115 4.798 -3.513
H 4.270 5.577 -2.470
H 1.895 3.849 -1.605
H 2.031 5.641 -1.515
C 4.889 -2.941 2.012
C 4.162 -3.320 3.278
C 3.058 -2.364 3.708
C 3.461 -0.994 4.082
N 3.769 0.088 4.313
H 5.570 -3.742 1.717
H 5.327 -1.947 1.973
H 4.138 -3.028 1.215
H 4.942 -3.369 4.046
H 3.784 -4.330 3.110
H 2.507 -2.780 4.549
H 2.391 -2.213 2.855
C -4.174 -2.838 -1.827
C -2.960 -3.677 -1.413
C -2.911 -5.055 -2.091
C -4.165 -5.791 -2.068
N -5.161 -6.360 -2.018
H -4.368 -1.983 -1.180
H -5.077 -3.445 -1.902
H -4.028 -2.409 -2.824
H -3.069 -3.840 -0.336
H -2.053 -3.089 -1.545
H -2.153 -5.697 -1.639
H -2.589 -4.906 -3.125
C -2.463 5.274 5.784
C -2.922 4.894 4.368
C -2.028 5.560 3.330
C -0.714 4.924 3.256
N 0.357 4.511 3.287
H -2.455 6.358 5.909
H -1.463 4.883 5.965
H -3.161 4.858 6.511
H -3.978 5.110 4.197
H -2.835 3.811 4.253
H -1.753 6.561 3.683
H -2.460 5.679 2.336
C -3.102 -0.480 -5.570
C -3.983 0.717 -5.114
C -3.391 1.557 -3.989
C -2.151 2.258 -4.350
N -1.231 2.888 -4.626
H -3.373 -0.743 -6.588
H -3.205 -1.268 -4.821
H -2.031 -0.265 -5.517
H -4.947 0.358 -4.754
H -4.136 1.279 -6.035
H -3.217 0.967 -3.085
H -4.070 2.346 -3.655
C 1.915 2.742 -6.934
C 1.748 1.819 -5.731
C 2.842 0.750 -5.637
C 4.231 1.247 -5.624
N 5.304 1.656 -5.675
H 1.106 3.438 -7.135
H 2.016 2.153 -7.854
H 2.900 3.205 -6.836
H 0.792 1.298 -5.745
H 1.817 2.354 -4.781
H 2.768 0.105 -6.515
H 2.688 0.174 -4.724
C -1.736 2.634 8.053
C -2.291 1.449 7.291
C -1.283 0.522 6.585
C -0.249 1.258 5.840
N 0.562 1.819 5.247
H -2.617 3.215 8.347
H -1.049 3.255 7.485
H -1.311 2.479 9.049
H -2.897 1.795 6.443
H -3.118 0.936 7.788
H -1.756 -0.282 6.022
H -0.652 -0.073 7.260
C 5.266 -2.985 -1.927
C 6.451 -3.958 -1.946
C 7.840 -3.306 -1.732
C 8.091 -2.864 -0.370
N 8.248 -2.524 0.715
H 5.462 -2.078 -2.500
H 5.059 -2.695 -0.894
H 4.373 -3.457 -2.336
H 6.438 -4.329 -2.977
H 6.267 -4.841 -1.336
H 7.973 -2.382 -2.301
H 8.536 -4.058 -2.099
C 0.794 -5.557 -1.811
C 0.498 -4.710 -0.586
C 1.134 -5.248 0.692
C 2.550 -5.694 0.563
N 3.638 -6.057 0.495
H 1.782 -5.279 -2.181
H 0.028 -5.433 -2.573
H 0.948 -6.610 -1.562
H -0.559 -4.601 -0.340
H 0.912 -3.710 -0.720
H 0.630 -6.146 1.065
H 1.072 -4.595 1.566
N -3.956 6.229 -0.006
C -3.622 6.200 -1.333
C -3.703 4.868 -1.702
C -4.132 4.100 -0.580
C -4.254 4.991 0.467
H -4.078 7.093 0.491
H -3.418 7.106 -1.875
H -3.512 4.416 -2.662
H -4.145 3.025 -0.524
H -4.536 4.860 1.499
N -0.142 -1.322 3.551
C -0.874 -2.192 2.779
C -1.154 -3.235 3.646
C -0.602 -3.006 4.893
C 0.073 -1.789 4.820
H 0.244 -0.472 3.108
H -1.137 -1.991 1.757
H -1.759 -4.104 3.408
H -0.670 -3.594 5.795
H 0.672 -1.293 5.563
N 2.244 -2.623 -6.530
C 2.765 -3.053 -5.323
C 1.804 -2.866 -4.363
C 0.713 -2.183 -4.975
C 0.993 -2.101 -6.302
H 2.729 -2.655 -7.406
H 3.714 -3.545 -5.189
H 1.804 -3.129 -3.318
H -0.173 -1.876 -4.442
H 0.439 -1.763 -7.163
```

Summary:
Energy relative to the best compared isomer or geometry (same formula, charge and spin)   0.0 kcal per mole
Total charge   -1
E_HOMO   -2.226 eV
Calculated total energy   -87831.79712 eV
Strongest force on any atom   0.0470 hartree/bohr

Löwdin atomic charge list, values in e, 4 entries: atom 1 (C): -0.04, atom 2 (C): -0.48, atom 3 (C): -0.15, atom 4 (C): -0.20

***

ORCA calculation (wB97M-V/def2-TZVPD) on C61H109As2F12N8O3 as an isolated structure.

XYZ file:
```
195
Properties=species:S:1:pos:R:3
C 4.127 9.453 -6.583
N 4.330 8.212 -5.836
C 5.108 8.233 -4.663
C 5.265 7.032 -3.951
C 4.660 5.884 -4.354
C 3.993 5.866 -5.590
C 3.861 7.053 -6.360
C 4.789 4.561 -3.661
C 4.447 4.518 -2.367
C 4.433 3.272 -1.651
N 4.716 2.146 -2.328
C 4.959 2.206 -3.634
C 5.121 3.331 -4.308
C 4.583 0.886 -1.636
H 4.159 9.376 -7.670
H 4.971 10.104 -6.355
H 3.124 9.728 -6.258
H 5.619 9.136 -4.365
H 5.894 7.016 -3.073
H 3.642 4.915 -5.962
H 3.167 7.019 -7.186
H 4.192 5.418 -1.827
H 3.994 3.060 -0.687
H 5.141 1.270 -4.142
H 5.271 3.336 -5.377
H 5.280 0.146 -2.030
H 3.554 0.555 -1.496
H 4.964 0.969 -0.618
C 4.161 -11.149 4.931
N 4.827 -9.860 5.216
C 4.954 -8.964 4.224
C 5.674 -7.793 4.363
C 6.347 -7.550 5.593
C 6.232 -8.493 6.574
C 5.463 -9.629 6.406
C 7.246 -6.384 5.701
C 7.463 -5.667 6.911
C 8.359 -4.602 6.977
N 9.019 -4.157 5.895
C 8.916 -4.845 4.729
C 7.995 -5.926 4.604
C 9.848 -2.990 6.046
H 3.569 -11.059 4.020
H 3.412 -11.340 5.699
H 4.899 -11.947 4.840
H 4.445 -9.255 3.317
H 5.650 -7.040 3.589
H 6.660 -8.365 7.558
H 5.337 -10.430 7.120
H 6.855 -5.995 7.741
H 8.571 -4.136 7.928
H 9.555 -4.498 3.930
H 7.952 -6.340 3.607
H 10.099 -2.647 5.043
H 10.754 -3.237 6.601
H 9.367 -2.238 6.672
C 5.984 2.732 18.041
C 5.000 1.778 17.407
C 5.283 1.437 15.903
C 4.058 0.582 15.448
N 4.098 0.078 14.024
C 5.320 -0.752 13.609
C 4.830 -2.163 13.925
C 3.493 -2.154 13.271
C 2.862 -0.865 13.782
C 4.091 1.331 13.073
H 5.814 2.708 19.117
H 5.835 3.754 17.693
H 6.957 2.316 17.781
H 4.028 2.190 17.680
H 4.949 0.861 17.993
H 6.268 0.969 15.900
H 5.247 2.402 15.397
H 3.155 1.176 15.588
H 3.892 -0.363 15.965
H 5.419 -0.633 12.530
H 6.223 -0.414 14.118
H 5.573 -2.909 13.645
H 4.703 -2.265 15.003
H 3.352 -2.084 12.193
H 2.959 -2.999 13.704
H 2.149 -0.330 13.155
H 2.433 -1.097 14.756
H 5.070 1.791 13.208
H 3.257 1.976 13.348
H 3.988 0.899 12.077
C 9.436 5.623 1.592
C 10.819 5.299 2.313
C 10.739 5.643 3.800
C 10.481 7.111 3.936
N 10.181 7.677 5.354
C 9.773 9.190 5.365
C 10.629 9.953 6.481
C 11.209 8.854 7.328
C 11.407 7.705 6.307
C 9.012 6.891 6.080
H 9.422 5.104 0.634
H 9.510 6.626 1.172
H 8.575 5.366 2.210
H 11.670 5.825 1.882
H 11.016 4.247 2.107
H 11.612 5.266 4.333
H 9.957 5.145 4.372
H 9.609 7.442 3.372
H 11.382 7.626 3.604
H 8.708 9.384 5.494
H 10.106 9.599 4.411
H 10.076 10.588 7.173
H 11.510 10.408 6.030
H 10.454 8.654 8.088
H 12.140 9.120 7.828
H 11.625 6.724 6.730
H 12.317 7.947 5.758
H 9.254 5.848 6.284
H 8.170 6.874 5.389
H 8.659 7.407 6.973
C -4.692 -2.893 -0.665
C -4.378 -2.682 0.763
C -3.703 -3.898 1.487
C -3.141 -3.473 2.875
N -2.623 -4.575 3.868
C -1.920 -3.869 5.081
C -0.571 -3.363 4.593
C -0.200 -4.313 3.431
C -1.420 -5.333 3.361
C -3.740 -5.452 4.383
H -3.798 -3.205 -1.204
H -5.183 -2.012 -1.078
H -5.456 -3.669 -0.718
H -5.305 -2.453 1.290
H -3.771 -1.778 0.807
H -2.982 -4.383 0.828
H -4.568 -4.554 1.577
H -3.941 -2.992 3.437
H -2.353 -2.734 2.729
H -1.666 -4.600 5.849
H -2.599 -3.119 5.484
H 0.237 -3.456 5.319
H -0.428 -2.345 4.230
H 0.707 -4.879 3.645
H -0.040 -3.706 2.541
H -1.194 -6.124 4.076
H -1.655 -5.918 2.471
H -4.281 -5.828 3.515
H -4.346 -4.714 4.909
H -3.228 -6.147 5.049
C 4.745 7.673 11.742
C 3.932 8.331 10.593
C 2.686 7.526 10.241
C 1.620 8.231 9.353
N 0.357 7.421 8.915
C 0.745 6.313 7.886
C -0.347 6.267 6.778
C -1.326 7.399 7.187
C -0.450 8.312 8.032
C -0.463 6.773 10.077
H 4.722 6.584 11.749
H 4.250 7.973 12.666
H 5.770 8.029 11.853
H 4.530 8.347 9.682
H 3.801 9.408 10.688
H 2.161 7.209 11.142
H 3.007 6.626 9.716
H 2.042 8.571 8.408
H 1.211 9.051 9.943
H 0.899 5.386 8.439
H 1.752 6.586 7.570
H -0.709 5.240 6.736
H 0.127 6.579 5.848
H -2.165 6.956 7.723
H -1.654 7.892 6.272
H -0.907 9.161 8.539
H 0.088 8.782 7.209
H 0.179 6.054 10.586
H -1.342 6.244 9.708
H -0.803 7.591 10.712
As 4.859 1.284 5.695
F 4.103 0.027 6.710
F 5.431 -0.143 4.679
F 5.625 2.465 4.570
F 4.306 2.615 6.772
F 6.321 1.160 6.690
F 3.377 1.387 4.707
As 3.664 8.899 2.425
F 4.264 8.830 0.706
F 4.364 7.283 2.777
F 3.049 8.979 4.092
F 2.976 10.513 1.994
F 2.165 8.120 1.860
F 5.252 9.707 2.837
O -1.555 0.823 7.265
C -1.927 0.686 8.521
O -2.891 0.025 8.892
O -1.010 1.097 9.240
H -0.718 1.159 7.593
```

Summary:
Total charge   +5
E_HOMO   -11.605 eV
Calculated total energy   -237331.29240 eV
Strongest force on any atom   0.0779 hartree/bohr

Löwdin atomic charge list, values in e, 4 entries: atom 1 (C): 0.03, atom 2 (N): -0.08, atom 3 (C): 0.10, atom 4 (C): 0.05

***

Q: Which of these has the lowest calculated total energy?
A: C61H109As2F12N8O3

***

Q: What is the formula in the first record?
A: C61H103N14O

***

Q: The highest calculated total energy belongs to which entry?
A: C61H103N14O